A molecular structure, C18H34AsN2PReS4Se3Te at a distorted geometry, computed with ωB97M-V/def2-TZVPD.

Computed properties:
Max |F| ... 3.6 eV Å⁻¹
Total charge ... +1
Energy above the lowest of the compared OMol25 structures with the same formula, charge and spin ... 0.000 eV
DFT total energy ... -12536.224827 hartree
Frontier orbital gap ... 6.35 eV
E_LUMO ... -0.140 Ha

Each line ends with the Löwdin charge.
Element x y z (Å)
Re  -1.19083  0.59965  1.62373  0.63
Se  -2.84856  1.07775  4.65162  0.01
Se  -4.13699  2.93853  4.19888  -0.03
Te  -3.37757  3.91308  1.96800  0.37
Se  -3.18147  1.78160  0.72990  -0.04
S  -1.08771  1.62401  5.85608  0.04
As  0.53456  1.35811  4.26091  -0.25
S  -0.07696  -0.58252  3.36260  0.13
S  -0.37159  2.56772  2.59659  0.03
S  2.52447  1.62444  4.68967  0.05
C  -4.32455  -4.97944  0.75333  -0.02
C  -3.75386  -3.63680  1.03045  -0.24
C  -3.37709  -3.22674  2.30652  0.02
C  -2.76229  -2.00310  2.48079  -0.17
N  -2.52558  -1.16178  1.47457  -0.16
C  -2.98882  -1.49632  0.26366  -0.18
C  -3.57385  -2.71234  0.00056  0.01
H  -4.49818  -5.53956  1.66720  0.09
H  -3.63370  -5.54045  0.12281  0.10
H  -5.26191  -4.88897  0.20702  0.10
H  -3.54781  -3.85771  3.16401  0.13
H  -2.44982  -1.70053  3.47416  0.04
H  -2.90385  -0.74274  -0.51153  0.07
H  -3.89109  -2.94064  -1.00360  0.13
C  2.87000  -0.10485  1.28575  -0.10
C  2.82477  0.85136  0.09634  -0.59
C  2.83945  2.26811  0.66160  -0.08
C  4.01689  0.62420  -0.82501  -0.06
P  1.16696  0.64192  -0.85066  1.08
N  -0.00181  0.50846  0.27973  -0.39
C  1.04698  -1.01900  -1.78983  -0.59
C  1.49031  -2.09943  -0.80135  -0.08
C  -0.41529  -1.29446  -2.14143  -0.08
C  1.90914  -1.03992  -3.04441  -0.06
C  0.65378  2.18352  -1.86369  -0.59
C  -0.59702  1.79860  -2.65190  -0.08
C  1.77207  2.61466  -2.80534  -0.06
C  0.26428  3.31166  -0.90877  -0.09
H  3.64304  0.23570  1.97379  0.09
H  3.10585  -1.12873  1.02094  0.07
H  1.92242  -0.08544  1.82723  -0.02
H  3.68696  2.36259  1.33768  0.10
H  1.93628  2.45290  1.24456  0.02
H  2.95111  3.02382  -0.10824  0.07
H  4.91503  0.93399  -0.29317  0.10
H  3.95227  1.20873  -1.74006  0.07
H  4.13743  -0.42682  -1.07830  0.07
H  0.97739  -1.97716  0.15537  0.08
H  2.56564  -2.10127  -0.64806  0.07
H  1.22269  -3.07692  -1.20126  0.10
H  -1.05736  -0.97519  -1.32357  0.03
H  -0.54902  -2.36548  -2.27939  0.10
H  -0.72188  -0.80862  -3.06008  0.07
H  2.95596  -0.84873  -2.82699  0.07
H  1.56347  -0.31274  -3.77476  0.07
H  1.83468  -2.02837  -3.49636  0.10
H  -0.37389  1.09653  -3.44957  0.07
H  -1.01533  2.69063  -3.11581  0.10
H  -1.35468  1.39130  -1.97913  0.06
H  2.12090  1.79226  -3.42556  0.07
H  2.61917  3.02831  -2.26466  0.07
H  1.39131  3.39439  -3.46332  0.10
H  -0.32772  2.92525  -0.07843  -0.01
H  -0.35336  4.02660  -1.44709  0.10
H  1.11621  3.85239  -0.51470  0.07

---

A molecular structure, C18H34BBrClCsF2LiMg2NO11S2 at a distorted geometry, computed with ωB97M-V/def2-TZVPD.

Computed properties:
Max |F| ... 6.7 eV Å⁻¹
Total charge ... +2
DFT total energy ... -6070.827969 hartree
Frontier orbital gap ... 1.19 eV
E_LUMO ... -0.331 Ha

Each line ends with the Löwdin charge.
Element x y z (Å)
C  2.55995  2.49036  1.07831  -0.11
C  2.09620  1.08602  0.86496  -0.22
C  2.84964  0.09560  1.49703  -0.04
C  2.53562  -1.23465  1.34602  -0.06
C  1.45405  -1.56280  0.55277  -0.05
C  0.67408  -0.61782  -0.07919  -0.04
C  0.96716  0.72050  0.05249  -0.18
C  0.17882  1.80572  -0.64467  -0.29
B  -1.46103  1.60814  -0.64267  -1.20
Br  -2.12459  0.70273  -2.35066  0.59
C  -2.06945  0.88609  0.68163  -0.11
C  -3.59244  1.06040  0.70352  -0.53
O  -4.18683  1.94629  0.14243  0.11
O  -4.36934  0.11138  1.41938  0.06
H  2.79899  2.94745  0.00039  -0.10
H  3.47276  2.55592  1.66958  0.07
H  1.74027  3.11741  1.47241  0.07
H  3.68793  0.40352  2.11744  0.11
H  3.13538  -1.98814  1.84524  0.11
H  1.23235  -2.62112  0.42112  0.11
H  -0.16074  -0.92189  -0.70635  0.10
H  0.50445  1.80942  -1.73723  0.07
H  0.39450  2.83745  -0.26075  0.05
H  -1.92165  2.70736  -0.69205  -0.23
H  -1.71619  1.31342  1.64136  0.11
H  -1.91879  -0.20218  0.70805  0.11
H  -4.76317  0.58388  2.15480  0.05
C  -0.82650  -6.96461  -1.53782  -0.08
C  -0.96067  -5.83719  -0.52907  -0.27
O  -0.66295  -4.55537  -1.06081  -0.17
C  -1.50030  -4.11050  -2.11526  -0.28
C  -2.95962  -3.96690  -1.71508  -0.07
H  0.14220  -6.92334  -2.03456  0.06
H  -0.92913  -7.93026  -1.04198  0.08
H  -1.59406  -6.90458  -2.31158  0.07
H  -0.24699  -5.99813  0.27976  0.12
H  -1.95568  -5.83936  -0.07266  0.11
H  -1.39870  -4.76431  -2.98946  0.10
H  -1.11371  -3.13264  -2.41021  0.11
H  -3.41861  -4.93639  -1.51559  0.07
H  -3.52805  -3.48882  -2.51343  0.08
H  -3.05141  -3.36757  -0.80770  0.08
Li  -3.60194  1.54974  3.23815  0.80
Cl  3.56030  2.63299  -1.60641  -0.01
O  0.73395  4.94637  3.79876  -0.02
C  -0.16082  5.61486  3.28078  -0.52
O  -0.68481  5.22586  2.15137  0.05
C  -1.86095  5.83141  1.55428  -0.18
C  -1.50537  7.05532  0.73728  -0.03
C  -0.59012  6.92628  3.89820  -0.02
H  -2.61549  6.03720  2.31373  0.13
H  -2.27985  5.06718  0.90231  0.12
H  -1.06219  7.83946  1.35111  0.08
H  -2.39431  7.45905  0.25395  0.10
H  -0.77202  6.80153  -0.02937  0.09
H  0.10152  7.71197  3.58806  0.13
H  -0.55851  6.82116  4.99133  -0.04
H  -1.60813  7.22477  3.66389  0.11
Cs  -1.31233  3.79800  -2.10977  1.29
O  -5.08104  1.02957  5.73056  -0.51
H  -5.54647  0.26006  6.07352  -0.13
Mg  0.79481  6.00094  5.68092  1.00
N  2.99002  -6.46871  -4.20618  -0.25
S  4.26615  -5.61074  -4.55976  0.54
O  4.27371  -4.26663  -4.14893  -0.17
O  4.88248  -5.90349  -5.87769  -0.36
F  5.27701  -6.26045  -3.58934  -0.08
S  1.71532  -6.02175  -4.99636  0.53
O  0.51672  -6.54484  -4.49389  -0.18
O  1.84461  -6.00515  -6.47662  -0.36
F  1.58428  -4.50743  -4.66289  -0.11
O  6.08818  3.22274  3.65061  -0.05
H  5.92070  2.37103  3.23492  0.03
H  5.46581  3.81899  3.22371  0.02
Mg  3.62503  -6.57779  -7.44012  1.42

---

A molecular structure, C18H34BF6N4O8S2Si2 at a distorted geometry, computed with ωB97M-V/def2-TZVPD.

Computed properties:
Max |F| ... 2.1 eV Å⁻¹
Total charge ... -1
DFT total energy ... -3526.896919 hartree
Frontier orbital gap ... 8.24 eV
E_LUMO ... 0.063 Ha

Each line ends with the Löwdin charge.
Element x y z (Å)
C  0.95976  -2.31988  3.45978  0.11
C  0.12880  -1.65466  2.90264  -0.21
C  -0.73928  -0.69378  2.24849  -0.21
Si  -0.88758  -0.80664  0.36325  0.58
C  -2.01801  0.62944  -0.12568  -0.21
C  -2.72367  0.42269  -1.47103  -0.24
C  -3.88996  1.37085  -1.76517  -0.20
C  -5.00687  1.38716  -0.71717  -0.21
C  -6.15946  0.43841  -1.04478  -0.28
N  -7.05221  0.21262  0.11379  -0.01
O  -1.50249  -2.29522  -0.14984  -0.21
Si  -2.88823  -2.90208  0.49699  0.47
N  -3.52526  -4.05187  -0.64456  -0.07
C  -3.63906  -3.55252  -2.04183  -0.30
C  -2.32028  -3.72581  -2.81129  -0.08
O  -4.11009  -1.67902  0.67155  -0.03
C  -4.25408  -1.20464  1.85121  -0.47
N  -4.43571  -0.82011  2.92454  0.18
B  -2.53690  -3.87020  2.22070  -0.64
O  -3.43114  -3.97600  3.27686  0.10
O  -1.34990  -4.51467  2.27407  0.15
C  0.73592  -0.54512  -0.57344  -0.37
C  0.85333  -1.64458  -1.65398  -0.11
C  2.00740  -0.61611  0.28888  -0.22
C  2.26831  0.55270  1.24155  -0.25
C  2.03310  1.92887  0.61026  -0.09
H  1.42873  -3.08616  4.02573  0.03
H  -1.72936  -0.78662  2.70776  0.07
H  -0.42669  0.32854  2.46071  0.10
H  -2.68916  0.89654  0.69060  0.07
H  -1.32952  1.46698  -0.25092  0.08
H  -1.97215  0.60557  -2.24142  0.11
H  -3.06257  -0.60108  -1.63042  0.07
H  -4.34744  1.02959  -2.69756  0.11
H  -3.54999  2.38654  -1.95923  0.11
H  -4.66521  1.15422  0.28960  0.08
H  -5.42926  2.39178  -0.66526  0.11
H  -6.76768  0.84313  -1.85199  0.10
H  -5.77444  -0.53802  -1.33862  0.10
H  -6.88544  0.90739  0.83156  0.06
H  -6.84626  -0.68011  0.54133  0.04
H  -4.47334  -4.24000  -0.31987  0.08
H  -4.37877  -4.18115  -2.53453  0.10
H  -4.01998  -2.53127  -2.11934  0.08
H  -2.00434  -2.78632  -3.25736  0.06
H  -2.41045  -4.49018  -3.57400  0.07
H  -1.54367  -4.00662  -2.10738  0.06
H  -3.48279  -3.18166  3.82602  0.09
H  -1.10664  -4.69768  3.19402  0.12
H  0.70008  0.40182  -1.10876  0.10
H  0.01024  -1.61389  -2.34004  0.06
H  1.78508  -1.51249  -2.20185  0.08
H  0.89891  -2.62752  -1.18983  0.08
H  2.06167  -1.57005  0.81148  0.10
H  2.84852  -0.62245  -0.41024  0.11
H  1.75224  0.45819  2.19581  0.08
H  3.33196  0.51324  1.47940  0.11
H  2.65045  2.01139  -0.27889  0.07
H  0.97479  2.04273  0.37846  0.05
H  2.35040  2.67468  1.33312  0.08
C  5.19572  4.22211  -1.31724  -0.68
F  3.89274  3.92271  -1.39058  0.11
F  5.74550  3.96656  -2.51035  0.12
F  5.30500  5.53562  -1.08777  0.12
S  5.99058  3.23376  0.01825  0.56
O  5.81607  1.86516  -0.38784  -0.30
O  5.31239  3.63037  1.22208  -0.30
N  7.44420  3.82321  -0.17347  -0.30
S  8.61677  3.31884  0.76586  0.57
O  9.04170  1.96493  0.54470  -0.29
O  8.54412  3.76178  2.12997  -0.29
C  9.93723  4.35378  0.00756  -0.68
F  9.66128  5.65931  0.11439  0.12
F  10.09786  4.07269  -1.29132  0.12
F  11.09976  4.12432  0.62754  0.12